An isolated molecule of C4H12N2O at a distorted geometry. Source: the OMol25 dataset; level of theory: the ωB97M-V functional and the def2-TZVPD basis.

The geometry in XYZ format:
```
19
Properties=species:S:1:pos:R:3:lowdin_charge:R:1
C -0.09 1.29 -1.87 -0.0540
C -0.84 0.40 -0.88 -0.4067
O -1.02 -0.92 -1.39 -0.0309
C -0.10 0.33 0.47 -0.3934
N -1.03 0.17 1.57 0.0530
C 0.96 -0.73 0.51 -0.2466
N 1.87 -0.50 1.66 0.0017
H 0.89 0.87 -2.12 0.0796
H -0.63 1.31 -2.82 0.0779
H 0.06 2.24 -1.41 0.0749
H -1.77 0.94 -0.71 0.1352
H -0.86 -0.87 -2.34 0.0884
H 0.42 1.29 0.56 0.1355
H -1.27 1.03 2.05 0.0696
H -0.71 -0.49 2.26 0.0686
H 1.51 -0.77 -0.42 0.1049
H 0.54 -1.74 0.59 0.1215
H 2.68 0.01 1.32 0.0608
H 2.22 -1.41 1.93 0.0600
```

Output
- SMILES = C[C@@H](O)[C@@H](N)CN
- E_tot (hartree) = -344.3374

=====

An isolated molecule of C4H12N2O at a distorted geometry. Source: the OMol25 dataset; level of theory: the ωB97M-V functional and the def2-TZVPD basis.

The geometry in XYZ format:
```
19
Properties=species:S:1:pos:R:3:lowdin_charge:R:1
C 1.89 -0.92 -0.42 -0.0621
C 0.56 -1.09 0.45 -0.4504
N -0.40 -1.91 -0.25 0.0246
C 0.11 0.29 0.89 -0.1202
C -1.10 0.95 0.08 -0.4781
N -0.82 1.08 -1.33 0.0639
O -1.34 2.26 0.56 -0.0455
H 2.64 -0.31 0.09 0.0658
H 1.66 -0.46 -1.39 0.0629
H 2.33 -1.90 -0.59 0.0659
H 0.87 -1.64 1.34 0.1243
H -1.24 -2.07 0.30 0.0710
H -0.67 -1.44 -1.12 0.0668
H -0.23 0.23 1.94 0.1068
H 0.91 1.03 0.90 0.1104
H -2.02 0.37 0.22 0.1336
H -0.05 1.73 -1.42 0.0862
H -1.61 1.58 -1.74 0.0836
H -1.50 2.19 1.52 0.0904
```

Output
- SMILES = C[C@H](N)C[C@H](N)O
- E_tot (hartree) = -344.3484

=====

A cluster of 3 separate species, C4H12N2O in total at a distorted geometry. Source: the OMol25 dataset; level of theory: the ωB97M-V functional and the def2-TZVPD basis.

The geometry in XYZ format:
```
19
Properties=species:S:1:pos:R:3:lowdin_charge:R:1
C 2.01 0.38 0.36 -0.1464
C 0.47 1.48 -0.51 -0.0549
O 1.56 -0.57 1.28 -0.1022
H 1.39 -1.40 0.81 0.0599
H 2.74 -0.01 -0.36 0.0767
H 2.44 1.21 0.92 0.0818
H 1.21 2.07 -1.04 0.0023
H 0.24 1.91 0.46 0.0210
H -0.37 1.66 -1.18 0.0253
C -2.26 0.07 0.90 -0.0736
N 0.23 -1.48 -1.32 -0.0094
C -1.27 -0.84 0.25 -0.2238
N -0.62 -0.48 -0.79 -0.1375
H 1.09 -1.03 -1.64 0.0596
H -0.22 -2.00 -2.06 0.0839
H -1.12 -1.83 0.67 0.1107
H -3.21 -0.44 1.04 0.0731
H -2.41 0.97 0.32 0.0726
H -1.89 0.34 1.90 0.0806
```

Output
- E_tot (hartree) = -344.1627

=====

A structure of composition C4H12N2O at a distorted geometry. Source: the OMol25 dataset; level of theory: the ωB97M-V functional and the def2-TZVPD basis.

The geometry in XYZ format:
```
19
Properties=species:S:1:pos:R:3:lowdin_charge:R:1
C 1.16 1.45 0.11 -0.1721
N 0.19 2.34 0.41 0.0009
C -1.32 -0.47 -0.09 -0.2826
O -1.56 0.43 0.75 -0.0550
H -0.68 1.84 0.71 0.0615
H 0.04 3.05 -0.29 0.0917
H -1.86 -0.48 -1.05 0.1198
H 1.31 0.70 0.88 0.0671
H 2.07 1.85 -0.34 0.0959
C -0.83 -1.83 0.38 -0.2569
C 0.66 0.20 -1.39 -0.0911
N 0.06 -1.84 1.53 0.0123
H -0.37 -1.34 2.30 0.0718
H 0.92 -1.36 1.30 0.0530
H -1.73 -2.41 0.64 0.1216
H -0.36 -2.35 -0.44 0.1049
H 1.68 -0.19 -1.43 0.0221
H 0.09 -0.59 -1.86 0.0118
H 0.55 0.99 -2.14 0.0232
```

Output
- E_tot (hartree) = -344.2324

=====

A structure of composition C4H12N2O. Source: the OMol25 dataset; level of theory: the ωB97M-V functional and the def2-TZVPD basis.

The geometry in XYZ format:
```
19
Properties=species:S:1:pos:R:3:lowdin_charge:R:1
C -1.06 -0.25 0.18 -0.5453
C -2.00 0.93 0.20 -0.0262
N -0.96 -0.94 -1.02 0.1182
N -1.03 -1.07 1.29 0.1008
H 1.81 0.79 1.22 0.1199
H -1.02 -0.38 -1.86 0.1013
H -0.26 -1.67 -0.99 0.1044
H -0.09 -1.53 1.32 0.0809
H -1.19 -0.57 2.15 0.1019
H -1.87 1.51 1.11 0.0847
H -1.82 1.58 -0.66 0.0820
H -3.03 0.58 0.16 0.0900
C 2.16 0.39 -0.91 -0.0797
C 1.56 0.03 0.45 -0.4841
O 1.57 -1.20 0.81 -0.1680
H 0.27 0.38 0.28 0.1093
H 1.80 -0.29 -1.68 0.0640
H 1.91 1.42 -1.20 0.0704
H 3.25 0.29 -0.86 0.0753
```

Output
- E_tot (hartree) = -344.2919

=====

An isolated molecule of C4H12N2O at a distorted geometry. Source: the OMol25 dataset; level of theory: the ωB97M-V functional and the def2-TZVPD basis.

The geometry in XYZ format:
```
19
Properties=species:S:1:pos:R:3:lowdin_charge:R:1
N 0.70 -1.81 1.95 0.0121
C -0.26 -1.96 0.86 -0.3510
N -0.46 -0.79 0.07 -0.0711
C 0.74 -0.27 -0.58 -0.2445
C 0.36 0.75 -1.64 -0.1833
C -0.67 1.76 -1.15 -0.2653
O -0.44 2.14 0.19 -0.0805
H 0.33 -1.28 2.72 0.0649
H 0.99 -2.73 2.27 0.0566
H -1.26 -2.29 1.20 0.1077
H 0.05 -2.79 0.23 0.1091
H -0.84 -0.06 0.66 0.0928
H 1.21 -1.12 -1.09 0.1167
H 1.42 0.15 0.17 0.1077
H -0.10 0.20 -2.46 0.1087
H 1.28 1.20 -2.03 0.1071
H -1.62 1.23 -1.21 0.1067
H -0.67 2.65 -1.78 0.1140
H -0.22 3.08 0.25 0.0917
```

Output
- SMILES = NCNCCCO
- E_tot (hartree) = -344.3317

=====

An isolated molecule of C4H12N2O at a distorted geometry. Source: the OMol25 dataset; level of theory: the ωB97M-V functional and the def2-TZVPD basis.

The geometry in XYZ format:
```
19
Properties=species:S:1:pos:R:3:lowdin_charge:R:1
N 0.02 -0.59 -2.64 -0.0027
C 1.10 -1.03 -1.78 -0.2987
C 1.19 -0.17 -0.53 -0.2598
N -0.06 -0.10 0.16 -0.0733
C -0.14 0.02 1.59 -0.2267
C -1.04 1.16 2.02 -0.2446
O -2.34 0.93 1.43 -0.0834
H 0.06 0.40 -2.80 0.0730
H -0.10 -1.09 -3.50 0.0631
H 2.12 -0.92 -2.20 0.1021
H 1.03 -2.09 -1.52 0.1100
H 1.91 -0.64 0.10 0.0969
H 1.67 0.80 -0.74 0.1102
H -0.89 -0.42 -0.29 0.1043
H -0.56 -0.93 1.95 0.1164
H 0.84 0.16 2.06 0.1176
H -1.09 1.36 3.08 0.1113
H -0.70 2.07 1.52 0.1096
H -3.02 1.06 2.09 0.0748
```

Output
- SMILES = NCCNCCO
- E_tot (hartree) = -344.3159

=====

A cluster of 2 separate species, C4H12N2O in total at a distorted geometry. Source: the OMol25 dataset; level of theory: the ωB97M-V functional and the def2-TZVPD basis.

The geometry in XYZ format:
```
19
Properties=species:S:1:pos:R:3:lowdin_charge:R:1
N -2.23 0.21 -1.29 0.0160
C -1.44 0.29 -0.14 -0.1903
C -0.09 -0.01 -0.26 -0.2140
C 0.85 -0.19 0.74 -0.2613
C 0.62 -1.50 1.67 -0.2192
N 1.54 -2.60 1.34 -0.0478
H -3.02 0.85 -1.21 0.0836
H -1.78 -0.05 -2.14 0.0738
H -1.81 0.72 0.86 0.1449
H 0.37 -0.30 -1.23 0.1132
H 0.65 0.54 1.47 0.0743
H 1.85 0.00 0.36 0.1153
H -0.29 -1.89 1.39 0.0680
H 0.90 -1.06 2.65 0.1174
H 1.70 -2.77 0.34 0.0608
H 2.49 -2.44 1.77 0.0796
O -0.13 3.78 -1.97 -0.1155
H 0.47 3.36 -2.73 0.1027
H -0.67 3.06 -1.62 -0.0013
```

Output
- SMILES = N/C=C/CCN.O
- E_tot (hartree) = -344.2648

=====

An isolated molecule of C4H12N2O at a distorted geometry. Source: the OMol25 dataset; level of theory: the ωB97M-V functional and the def2-TZVPD basis.

The geometry in XYZ format:
```
19
Properties=species:S:1:pos:R:3:lowdin_charge:R:1
N 1.69 -1.76 -0.60 -0.0137
C 0.26 -1.98 -0.77 -0.2888
C -0.55 -0.94 0.05 -0.1619
C -0.08 0.50 -0.03 -0.4195
N -0.02 0.89 -1.44 0.0420
C -0.89 1.51 0.77 -0.2081
O -0.49 1.62 2.17 -0.0732
H 2.30 -2.33 -1.18 0.0674
H 1.88 -0.83 -0.98 0.0458
H -0.04 -1.97 -1.82 0.0972
H -0.04 -2.93 -0.34 0.1012
H -1.57 -1.01 -0.36 0.1136
H -0.66 -1.27 1.08 0.1178
H 0.96 0.51 0.32 0.1294
H -0.93 0.84 -1.86 0.0731
H 0.38 1.81 -1.63 0.0814
H -0.75 2.50 0.35 0.1099
H -1.94 1.21 0.83 0.1218
H 0.45 1.52 2.11 0.0647
```

Output
- SMILES = NCC[C@@H](N)CO
- E_tot (hartree) = -344.3340

=====

A cluster of 2 separate species, C4H12N2O in total. Source: the OMol25 dataset; level of theory: the ωB97M-V functional and the def2-TZVPD basis.

The geometry in XYZ format:
```
19
Properties=species:S:1:pos:R:3:lowdin_charge:R:1
C -0.84 -0.65 -0.79 -0.0284
C 2.17 -1.13 0.38 -0.2046
C -0.61 2.08 0.26 -0.0597
C -1.58 -1.17 0.40 -0.1464
N 1.11 -0.19 0.61 -0.1375
N 0.07 1.24 -0.74 -0.1435
O 1.34 0.86 -0.37 -0.2055
H 0.17 1.73 -1.63 0.1473
H -0.06 -1.28 -1.22 0.0644
H -1.49 -0.22 -1.55 0.0683
H 2.19 -1.56 -0.64 0.0585
H 2.02 -1.94 1.10 0.0678
H 3.17 -0.71 0.57 0.0642
H -0.60 1.53 1.20 0.0708
H -0.09 3.03 0.38 0.0870
H -1.63 2.25 -0.08 0.0893
H -0.94 -1.79 1.03 0.0667
H -1.95 -0.35 1.02 0.0653
H -2.46 -1.74 0.08 0.0758
```

Output
- E_tot (hartree) = -344.0974

=====

Relative energy (zero: lowest compared OMol25 entry of this formula, charge and spin) values (in kJ/mol) by entry order: 125.0, 96.1, 583.6, 400.8, 244.5, 140.0, 181.5, 315.6, 134.1, 755.1.